A structure of composition C50H144F6N3O34S2V in a non-equilibrium geometry. Source: the Open Molecules 2025 dataset; level of theory: wB97M-V/def2-TZVPD.

The expectation value of S² is 2.009. As for the net charge: 0. As for the spin multiplicity: 3. The calculation puts the total energy at -191922.7350 eV. The calculation puts the relative energy (zero: lowest compared OMol25 entry of this formula, charge and spin) at 5.0 kcal/mol.

```
240
Properties=species:S:1:pos:R:3:forces:R:3
V 17.5799 17.3658 17.3623 1.04 -0.16 0.32
C 20.2648 13.8556 16.7439 -0.43 -0.97 0.45
F 21.3048 13.3990 17.4982 -1.08 -0.12 -0.85
F 20.7436 14.7601 15.9244 -0.08 -0.34 -0.60
F 19.6359 12.8279 16.0821 1.46 1.23 0.63
S 19.0754 14.6571 17.9212 0.85 2.12 -0.16
O 18.8874 13.7493 18.9809 -0.35 -1.35 0.90
O 19.7626 15.9069 18.2037 -0.17 -0.60 -0.28
N 17.7337 15.1001 17.1660 0.18 -0.05 0.54
S 16.6042 14.0797 16.6482 1.49 0.35 -3.23
O 17.0000 12.6994 16.7070 -0.27 0.55 0.56
O 15.3061 14.5351 16.9461 -1.24 -0.17 0.92
C 16.7356 14.5789 14.7573 1.25 -0.15 2.68
F 16.1832 15.7937 14.5742 0.24 -1.28 -0.45
F 18.0523 14.6446 14.3602 -1.76 -0.31 0.02
F 16.0942 13.5800 14.1820 -0.10 0.61 -1.29
N 15.3001 18.1561 17.3139 -2.38 2.20 1.45
O 15.7199 17.0901 16.8343 0.44 -1.21 -0.20
O 16.1125 18.8950 17.9745 0.83 -1.37 -0.78
O 14.1431 18.4575 17.2209 -0.16 0.16 -0.34
N 18.3738 17.8420 15.0715 1.01 1.19 -2.85
O 18.9671 16.9268 15.7832 -1.97 2.37 -0.35
O 17.3566 18.4788 15.5145 1.58 -1.77 1.47
O 18.7751 18.1683 13.9520 0.09 -1.20 1.37
C 24.4315 14.8628 16.6115 0.80 -0.32 -0.25
C 24.5092 13.5914 15.7379 -0.12 0.46 -0.07
O 25.7408 12.9150 15.9124 -0.51 -0.90 1.18
H 25.1371 15.5950 16.2430 0.16 0.30 -0.32
H 24.8014 14.6501 17.6055 -0.05 -0.41 0.42
H 23.4712 15.3481 16.7075 -0.57 -0.14 -0.34
H 24.5156 13.8235 14.6745 -0.52 0.38 -0.07
H 23.6657 12.9224 15.9504 0.09 0.10 -0.02
H 25.5113 12.2091 16.5630 0.58 0.34 -0.47
C 22.7177 15.0452 12.3470 0.47 1.65 0.55
C 22.3079 15.1555 10.8702 -0.04 0.35 0.29
O 21.0693 14.5709 10.4890 -0.35 0.53 0.55
H 22.8959 14.0491 12.6909 0.02 -0.85 0.05
H 21.9859 15.5122 13.0581 0.40 -0.32 -0.73
H 23.7011 15.6179 12.5011 -1.28 -0.74 -0.30
H 23.0508 14.6442 10.2601 0.15 0.16 -0.04
H 22.3265 16.2364 10.6425 -0.04 -0.33 -0.27
H 20.3237 15.1491 10.7930 0.81 -0.47 -0.02
C 23.7310 10.4258 13.7549 -0.46 -0.36 -1.48
C 22.5002 10.7650 14.5661 0.70 -0.16 1.62
O 21.5411 9.7712 14.3185 -1.85 -0.33 -0.25
H 23.5253 10.5954 12.6802 -0.15 0.10 0.32
H 23.9573 9.3435 13.7736 -0.03 0.56 0.56
H 24.5920 11.0231 13.9581 0.67 0.31 0.55
H 22.1145 11.7874 14.4217 0.12 -0.27 -0.29
H 22.6941 10.6770 15.6771 0.21 0.29 -1.02
H 20.8084 10.0842 13.7414 0.62 -0.13 0.13
C 18.8192 8.6587 18.5890 0.43 2.52 -0.18
C 19.2136 9.5264 17.3592 -0.16 1.13 0.55
O 20.6137 9.4503 17.0727 -0.14 -0.20 0.69
H 19.2298 9.1380 19.4983 0.24 -0.32 -0.36
H 19.1907 7.6790 18.5034 0.23 -1.35 -0.08
H 17.7537 8.7236 18.7749 -0.34 -0.36 -0.37
H 18.9464 10.6017 17.5865 0.22 -0.88 -0.11
H 18.6667 9.3054 16.4519 -0.16 -0.51 0.09
H 20.7977 9.4806 16.1186 -0.07 0.01 -0.11
C 9.5629 14.7681 20.6965 -1.39 0.47 0.87
C 10.0470 13.5081 20.1093 1.32 -1.84 -0.79
O 11.5064 13.4919 20.2235 -0.72 0.20 -0.04
H 9.9835 14.9886 21.6816 0.13 -0.20 -0.17
H 8.4769 14.7031 20.8328 0.05 -0.06 0.06
H 9.6890 15.6197 20.0571 0.47 0.43 -0.44
H 9.8104 13.4307 19.0115 -0.12 0.04 1.00
H 9.6853 12.5647 20.6208 0.01 1.18 -0.46
H 11.7612 12.5833 20.0625 0.22 -0.25 -0.12
C 14.0435 16.4415 20.1019 -1.36 -1.23 -0.44
C 14.4199 14.9878 20.3505 1.30 0.71 -0.20
O 15.8298 14.8480 19.9652 -0.93 -0.03 -0.56
H 13.9952 16.4576 19.0219 0.49 0.96 -0.45
H 14.5990 17.2245 20.5920 0.62 -0.01 -0.12
H 13.0054 16.6038 20.3800 -0.25 -0.11 0.28
H 13.7570 14.3263 19.7695 0.46 0.17 0.19
H 14.4104 14.7283 21.3840 -0.42 -0.33 0.84
H 16.2781 14.1821 20.5403 -0.14 -0.08 0.11
C 25.7156 11.4039 19.9672 -0.95 1.47 0.15
C 25.6996 10.4693 18.7921 1.73 -0.61 -0.87
O 24.7601 10.7105 17.7726 -0.90 0.43 0.07
H 25.9349 12.4691 19.7527 0.48 -0.62 -0.26
H 26.3400 11.0445 20.7767 0.31 -0.05 -0.01
H 24.7068 11.5046 20.3744 -0.18 -0.40 0.12
H 25.5467 9.4751 19.1606 -0.23 -0.78 0.41
H 26.7129 10.3907 18.2935 -0.95 0.45 0.47
H 23.8831 10.3557 18.0808 0.79 0.29 -0.12
C 11.4843 14.6502 16.3951 0.01 0.37 0.58
C 11.3464 16.1818 16.2925 -0.15 -0.05 -0.69
O 11.2893 16.8587 17.5522 0.13 -1.06 -0.07
H 10.7719 14.2017 17.0970 -0.02 0.31 0.04
H 12.4887 14.3938 16.7459 -0.04 0.03 -0.09
H 11.3109 14.1304 15.4565 0.12 0.20 -0.31
H 10.4223 16.4420 15.7420 0.47 0.00 0.23
H 12.2278 16.5741 15.7509 -0.42 -0.13 -0.10
H 11.8418 16.2885 18.1043 -0.09 0.45 0.38
C 20.0116 14.3882 23.8643 0.51 -0.27 0.85
C 19.5066 13.0981 24.4525 -0.75 -1.02 0.54
O 18.0722 13.0303 24.2309 0.32 0.23 -0.23
H 19.4317 15.2414 24.2450 0.39 -0.21 -0.09
H 20.0081 14.3780 22.7892 -0.27 -0.04 -0.47
H 21.0722 14.4256 24.1528 -0.24 0.50 0.01
H 19.7272 12.9822 25.5385 -0.21 0.47 -0.57
H 19.9933 12.2227 23.9900 -0.13 0.28 -0.12
H 17.6280 12.3548 24.7578 0.42 0.05 -0.02
C 11.6697 11.4239 13.4219 -0.48 -1.00 -0.61
C 12.8486 10.8747 12.6939 0.66 -0.22 -0.80
O 12.7908 9.4531 12.5853 -0.66 0.24 -0.09
H 10.7516 11.1144 12.8508 0.71 0.86 0.45
H 11.8790 12.4847 13.4873 -0.73 0.33 0.18
H 11.5849 10.9432 14.3768 -0.05 0.08 0.82
H 13.8180 11.1139 13.1284 0.00 0.39 0.43
H 12.8328 11.3739 11.7170 0.14 -0.41 -0.22
H 13.6849 9.1290 12.6242 0.46 -0.24 -0.06
C 13.1415 11.7062 17.4175 -1.47 0.01 0.30
C 12.9382 10.5449 18.4120 -0.24 0.79 0.04
O 11.5919 10.0569 18.5793 0.61 0.27 -0.22
H 13.1506 11.5016 16.3279 0.04 -0.29 0.68
H 14.0417 12.2150 17.7101 0.59 0.25 -0.14
H 12.3195 12.4182 17.6134 0.32 -0.21 -0.22
H 13.1922 10.9508 19.4069 -0.11 -0.29 -0.38
H 13.6585 9.7734 18.1912 0.08 -0.68 0.03
H 11.3753 9.4097 17.9028 0.12 0.07 -0.13
C 15.9114 11.4612 19.9038 0.74 0.10 0.43
C 16.9872 11.7742 20.9242 -0.40 1.51 0.33
O 16.6921 13.0872 21.5653 0.37 -1.22 -0.53
H 15.9715 12.1229 19.0428 -0.18 0.14 0.09
H 14.9200 11.4195 20.3391 -0.06 0.13 0.05
H 16.1962 10.4769 19.5688 -0.25 -0.57 -0.41
H 17.9438 11.7921 20.4036 0.18 0.28 0.17
H 17.0179 11.0264 21.6998 -0.02 -0.27 0.36
H 17.3094 13.3097 22.2812 0.02 -0.50 0.03
C 18.7223 12.7692 11.4692 0.03 1.99 -0.44
C 19.4037 12.0926 12.6488 0.18 0.68 -0.14
O 19.5391 10.6919 12.4255 -0.07 -0.47 0.09
H 17.6309 12.7270 11.4312 0.02 -0.94 -0.02
H 19.1929 12.5795 10.4553 -0.49 -0.21 1.25
H 18.8312 13.8762 11.5841 0.27 -0.85 0.09
H 18.8941 12.2189 13.6229 0.14 0.08 -0.69
H 20.4279 12.4953 12.7273 -0.31 0.17 0.17
H 19.8895 10.6670 11.5323 0.11 -0.57 -0.23
C 22.5037 18.2699 15.2452 1.83 -0.89 -1.87
C 23.1077 19.5700 14.7128 -0.99 -0.13 0.88
O 23.9441 20.2154 15.7100 -0.53 -1.65 -0.78
H 23.3299 17.5606 15.4289 -0.17 0.31 0.39
H 22.0452 17.7973 14.3638 -0.44 0.15 0.30
H 21.8352 18.2638 16.0634 -0.67 0.42 0.85
H 22.2830 20.2116 14.3880 0.04 0.36 0.32
H 23.5834 19.2963 13.7730 0.87 0.21 0.14
H 23.8880 21.1442 15.5714 0.03 1.10 -0.19
C 13.1255 15.1516 12.7818 -0.92 -0.02 0.93
C 11.6561 15.4307 12.4636 0.97 -0.86 0.85
O 11.7532 16.2460 11.3145 -1.95 0.88 0.14
H 13.5593 16.1444 12.9534 0.44 -0.43 -0.20
H 13.5213 14.6061 11.9333 0.46 0.19 -0.14
H 13.2424 14.5395 13.6899 0.01 0.17 -0.20
H 11.1342 15.8707 13.3406 0.30 0.34 -0.58
H 11.1304 14.4911 12.2717 -0.08 -0.04 -0.31
H 10.8823 16.6937 11.2682 0.83 -0.20 -0.46
C 14.5731 19.2851 13.7982 -0.07 0.81 0.30
C 14.5030 20.6996 14.4372 -1.60 -1.18 -1.22
O 15.3514 20.9041 15.5035 1.04 0.08 1.44
H 14.4503 18.5537 14.6077 -0.11 -0.10 -0.45
H 15.5445 19.1705 13.3376 0.29 -0.28 -0.12
H 13.7915 19.1928 13.0116 0.41 -0.10 0.61
H 13.4742 20.7767 14.7959 -0.21 0.50 -0.25
H 14.6937 21.4323 13.6413 -0.01 0.09 0.43
H 14.9275 20.6161 16.3345 0.24 0.15 -0.69
C 20.1694 20.5418 16.5672 0.66 0.38 -0.04
C 19.0142 20.1894 17.4498 -0.76 0.62 1.79
O 18.9739 18.8367 18.0067 0.63 -0.33 -0.02
H 20.2176 19.9573 15.6533 -0.13 -0.19 -0.08
H 21.1213 20.4107 17.1036 -0.17 0.15 -0.22
H 20.0663 21.6086 16.2562 0.07 -0.71 0.35
H 18.0678 20.3116 16.9337 -0.08 -0.01 -0.06
H 18.9794 20.8705 18.3494 0.09 -0.52 -0.92
H 19.6734 18.6534 18.7202 -0.39 0.30 -0.81
C 22.8852 19.6765 20.2365 0.20 1.02 -1.20
C 21.5779 19.2353 20.7781 -1.23 -0.22 1.27
O 20.8521 18.2988 19.9184 1.04 0.67 0.04
H 23.4204 20.3660 20.9196 -0.33 -0.49 -0.31
H 22.7253 20.1945 19.2623 0.18 -0.15 0.62
H 23.4717 18.8112 20.0143 0.76 -0.50 0.01
H 20.9588 20.1372 20.9971 -0.05 -0.89 -0.38
H 21.7188 18.7072 21.7434 -0.05 0.31 -0.33
H 21.5181 17.6101 19.6758 -0.52 0.20 -0.02
C 15.1077 10.9366 9.8626 -0.81 1.93 1.46
C 14.6905 12.4330 10.0277 -0.73 -0.53 -2.51
O 13.3259 12.6433 9.4461 1.44 -0.28 1.45
H 15.9338 10.8197 10.5532 0.66 -0.45 -0.33
H 15.2482 10.6299 8.8489 0.46 -0.08 -0.54
H 14.3019 10.3655 10.2953 -0.37 -0.38 -0.01
H 15.4199 13.1338 9.5457 -0.57 -0.55 0.32
H 14.6226 12.6894 11.0603 -0.13 0.14 0.77
H 13.4174 12.9649 8.5577 0.17 0.19 -0.55
C 18.7153 16.4036 21.2580 1.27 -0.39 0.70
C 17.7017 17.2585 20.4946 0.52 -0.35 0.83
O 17.3201 16.6498 19.2443 0.64 1.11 -0.15
H 19.1405 16.8912 22.1889 -0.84 -0.13 -1.00
H 19.5890 16.2740 20.6155 -0.12 0.11 -0.04
H 18.4718 15.3714 21.5631 -0.71 0.53 -0.30
H 18.2367 18.2265 20.3641 -0.93 -0.55 -0.42
H 16.7789 17.3755 21.0588 0.05 0.34 0.12
H 16.6684 15.8668 19.4080 -0.12 0.07 0.46
C 21.6792 11.3415 20.4663 -0.62 -0.05 0.17
C 22.2398 9.9096 20.3613 0.78 0.53 0.65
O 22.5893 9.4794 19.0626 -0.57 0.39 -0.44
H 22.3361 12.1902 20.1982 0.08 -0.79 -0.04
H 21.3238 11.5359 21.5019 0.22 -0.21 -0.48
H 20.7980 11.4127 19.8193 -0.01 0.14 0.02
H 21.5574 9.1839 20.8077 -0.32 0.13 0.03
H 23.1560 9.8459 20.9660 -0.12 -0.03 -0.19
H 21.7819 9.4973 18.4928 0.51 -0.12 0.02
C 22.4847 15.1424 21.3641 0.60 -1.92 -0.54
C 23.0588 15.0114 19.9521 0.25 0.04 0.66
O 23.0415 16.3075 19.3840 -0.12 0.69 0.56
H 21.5541 15.6634 21.2952 -0.47 0.66 0.41
H 23.2116 15.4974 22.1343 -0.75 0.00 -0.77
H 22.2297 14.0804 21.5614 0.04 0.54 0.62
H 22.4729 14.3260 19.3157 0.16 0.18 0.43
H 24.0741 14.5970 20.0942 -0.14 0.26 -0.59
H 23.4038 16.3227 18.5071 0.33 -0.21 -0.69
C 16.3829 9.4989 15.5661 0.07 1.20 -1.11
C 17.1395 10.4087 14.5671 -0.16 -1.54 -0.64
O 16.8089 9.9626 13.2229 0.64 -0.15 0.32
H 16.8072 8.4826 15.5585 -0.40 0.36 -0.05
H 15.3509 9.5506 15.1838 0.15 -0.54 0.49
H 16.4317 9.9448 16.5564 -0.09 -0.10 0.20
H 18.2173 10.3237 14.7206 0.08 0.11 -0.01
H 16.8669 11.4409 14.5717 -0.28 0.55 0.72
H 17.6612 9.9028 12.7595 -0.33 0.06 -0.06
C 16.7249 16.8427 11.5481 -2.18 0.31 -1.17
C 18.0431 16.8301 10.8508 1.60 0.54 1.99
O 18.9840 16.0852 11.6490 0.37 0.00 -0.22
H 16.0901 17.5247 10.9241 0.09 -0.43 0.73
H 16.6071 17.1431 12.6143 0.89 0.10 -0.91
H 16.2503 15.8612 11.4707 0.02 -0.08 0.04
H 18.4338 17.8422 10.7129 -0.06 0.13 0.07
H 18.1482 16.3575 9.9061 -0.87 -0.48 -0.97
H 19.1092 16.5675 12.4682 0.11 0.14 0.39
```
Positions in Å, forces in eV/Å.